i:
Below is a molecular structure, C5H7NS2, with properties calculated with ωB97M-V/def2-TZVPD.

ORCA input file:
```
! RIJCOSX wB97M-V def2-TZVPD def2/J DEFGRID3
* xyz 0 1
S 0.48040 -0.73339 -2.15104
S 3.24807 0.29291 3.16719
N 1.83925 0.04033 0.78144
C 2.46647 0.07159 1.81948
C -1.57187 -0.78965 -0.30482
C 0.92548 -0.63281 0.06648
C -0.44251 1.33906 -0.62680
C -0.31173 -0.05306 -0.63175
H -0.68562 1.70319 0.39995
H 0.40249 1.79086 -1.08443
H -1.53358 -1.87258 -0.14249
H -1.98381 -0.27049 0.51125
H 0.81218 -1.73532 0.35703
H -2.24295 -0.63687 -1.12375
H -1.40227 1.48622 -1.03775
*
```

***

ii:
Below is a molecular structure, C5H7NS2, with properties calculated with ωB97M-V/def2-TZVPD.

ORCA input file:
```
! RIJCOSX wB97M-V def2-TZVPD def2/J DEFGRID3
* xyz 0 1
S -2.47706 -0.35526 -0.01966
S 0.26992 1.53295 -0.05369
N 2.55154 -0.25241 0.00685
C 1.51352 -0.85860 -0.66615
C 0.29621 -0.07681 -1.08770
C 1.40509 -0.74965 0.81610
C -0.78353 -0.66467 0.00736
C 0.09231 0.04469 1.11595
H -0.12933 -0.14790 -2.15548
H -0.62339 -1.69825 -0.09600
H 1.69816 -1.77063 -1.23237
H -0.33137 0.20639 2.10722
H -2.34320 1.00174 -0.01643
H 1.63155 -1.63837 1.44427
H 2.40936 0.80103 -0.03876
*
```

***

Most stable: i. Least stable: ii.

***

i:
Below is a gas-phase ion, C5H8NO2 (charge +1), with properties calculated with ωB97M-V/def2-TZVPD.

ORCA input file:
```
! RIJCOSX wB97M-V def2-TZVPD def2/J DEFGRID3
* xyz 1 1
O 0.74451 1.23952 0.90499
O 0.45787 -2.20441 -0.05959
N 2.19610 -0.77546 0.28908
C -0.62847 0.76660 -1.22864
C -1.94687 0.77855 -0.54145
C -1.55875 0.36331 0.62231
C 0.90975 -0.97884 0.16955
C -0.04370 0.33114 0.19752
H -2.05413 -0.06644 1.41927
H -0.33243 0.01439 -1.94535
H 2.76503 -1.64778 0.52069
H -2.85597 1.16630 -0.93192
H -0.45579 -2.21387 -0.00327
H -0.34169 1.80400 -1.64689
H 0.60488 1.23970 1.89155
H 2.53967 0.18331 0.34215
*
```

Output
- Structure (SMILES): [NH2+]=C(O)[C@]1(O)C=CC1

***

ii:
Below is a gas-phase ion, C5H8NO2 (charge +1), with properties calculated with ωB97M-V/def2-TZVPD.

ORCA input file:
```
! RIJCOSX wB97M-V def2-TZVPD def2/J DEFGRID3
* xyz 1 1
O -0.74969 -0.71051 1.44084
O 2.29284 -1.32362 0.16275
N -0.60345 -1.20573 -0.90604
C -0.80080 1.12764 0.05427
C 0.43956 1.64527 -0.00341
C -1.17726 -0.28681 0.26081
C 1.77068 1.06863 -0.03242
C 2.06327 -0.19273 0.01666
H -0.90994 -1.56511 1.87922
H -0.75373 -0.79973 -1.84475
H 0.34913 -1.29969 -0.71905
H 0.61561 2.64077 0.02912
H -1.71566 1.65625 0.27818
H -1.14792 -2.13822 -0.97559
H 2.54154 1.69334 0.14140
H -2.21418 -0.30974 0.21802
*
```

Output
- Structure (SMILES): [NH3+][C@@H](O)/C=C\C=C=O

***

Most stable: i. Least stable: ii.